The following is a DFT calculation (ωB97M-V/def2-TZVPD) of a molecular structure, C12H8NO2S2Te4W in a non-equilibrium geometry.

total charge	-1
energy above the lowest of the compared OMol25 structures with the same formula, charge and spin	57.0	kcal per mole
frontier orbital gap (alpha / beta)	5.26 / 5.39	eV
HOMO (alpha / beta)	-4.13 / -4.13	eV

Positions of all 30 atoms, in Å:
W  -0.228  0.314  0.550
O  -1.991  -0.389  1.408
C  -1.458  -1.356  0.704
O  -1.172  -1.119  -0.562
C  -0.468  -2.178  1.504
C  -0.279  -3.541  1.551
C  0.789  -4.005  2.311
C  1.595  -3.102  2.986
C  1.331  -1.746  2.875
N  0.306  -1.310  2.157
H  -0.923  -4.208  0.997
H  0.996  -5.066  2.366
H  2.432  -3.439  3.582
H  1.939  -0.984  3.345
Te  0.770  2.093  -1.325
Te  0.679  2.518  -3.912
Te  -3.232  4.642  -0.300
Te  -1.627  2.546  0.006
S  1.266  1.698  2.071
C  2.901  1.108  1.802
C  3.928  1.633  2.597
C  5.243  1.241  2.430
C  5.564  0.308  1.448
C  4.560  -0.227  0.664
C  3.225  0.152  0.836
S  2.020  -0.599  -0.207
H  3.670  2.369  3.349
H  6.015  1.665  3.060
H  6.592  0.005  1.291
H  4.795  -0.954  -0.104